The following is a quantum chemistry calculation of a cluster of 3 separate species, C8H14O in total in a non-equilibrium geometry, from the OMol25 dataset.

Values from the calculation:
Lowest unoccupied orbital energy: 0.889 eV
F_max: 0.1204 Eh/bohr
E: -10565.6394 eV
Kohn-Sham gap: 0.2998 Eh
HOMO: -0.26713 Eh

```
! wB97M-V def2-TZVPD RIJCOSX def2/J DEFGRID3
* xyz 0 1
C -0.3222 -0.4044 -0.3115
C 1.4979 0.4275 -0.8014
C -1.0478 -0.5793 -1.6318
C 0.0041 -1.7033 0.3972
C 2.5432 0.4965 0.2784
C -0.6485 0.6977 0.4652
C -2.5534 0.0373 0.9715
C -0.5011 1.8849 1.0023
O -3.5154 -0.2068 0.2882
H -2.7171 0.0872 2.0901
H 1.7238 -0.3306 -1.5516
H 1.3153 1.3737 -1.3092
H -1.2850 0.3797 -2.0944
H 0.7111 -2.2856 -0.2011
H 0.4292 -1.5366 1.3869
H -1.9719 -1.1443 -1.4755
H -0.4401 -1.1730 -2.3205
H -0.9060 -2.2987 0.5124
H -1.2654 2.2929 1.6568
H 0.4309 2.4329 0.9693
H 2.4301 1.3845 0.9055
H 3.5549 0.5553 -0.1477
H 2.5335 -0.3876 0.9209
*
```


The following is a quantum chemistry calculation of a structure of composition C15H12LiN3O3SSe in a non-equilibrium geometry, from the OMol25 dataset.

Values from the calculation:
Lowest unoccupied orbital energy: 4.305 eV
F_max: 0.0365 Eh/bohr
E: -102749.9777 eV
Kohn-Sham gap: 0.2242 Eh
HOMO: -0.06599 Eh

```
! wB97M-V def2-TZVPD RIJCOSX def2/J DEFGRID3
* xyz -2 1
Li 0.0000 0.0000 0.0000
Se 2.4305 0.0000 0.0000
C 4.3479 -0.0033 -0.0146
C 5.0483 -1.1860 0.2510
C 6.4469 -1.1879 0.2395
C 7.1462 -0.0086 -0.0371
C 6.4470 1.1734 -0.3024
C 5.0483 1.1767 -0.2913
H 4.5111 -2.1011 0.4655
H 6.9884 -2.1023 0.4447
H 8.2283 -0.0106 -0.0460
H 6.9885 2.0857 -0.5164
H 4.5112 2.0938 -0.4972
O 1.4425 -3.0929 9.5841
S 0.1611 -3.1113 8.8724
O 0.1326 -4.0058 7.7102
O -1.0283 -3.2013 9.7247
C 0.0473 -1.3964 8.1430
N -0.0143 -0.3701 9.0228
C -0.0825 0.8360 8.4524
C -0.0909 1.0425 7.0852
C -0.0265 -0.0766 6.2651
N 0.0443 -1.3129 6.7910
C -0.0227 -0.0236 4.7803
C 0.1432 -1.1988 4.0265
C 0.1478 -1.1406 2.6412
N 0.0000 0.0000 1.9374
C -0.1635 1.1240 2.6608
C -0.1823 1.1633 4.0500
H -0.1304 1.6701 9.1457
H -0.1410 2.0514 6.7043
H 0.2682 -2.1638 4.5157
H 0.2747 -2.0436 2.0512
H -0.2857 2.0323 2.0779
H -0.3267 2.1228 4.5304
H -1.6769 0.0000 0.0000
*
```


The following is a quantum chemistry calculation of a structure of composition C20H19BCoN8O4 in a non-equilibrium geometry, from the OMol25 dataset.

Values from the calculation:
Lowest unoccupied orbital energy (alpha / beta): -3.530 / -6.073 eV
F_max: 0.0278 Eh/bohr
E: -79455.6039 eV
Kohn-Sham gap (alpha / beta): 0.3057 / 0.2098 Eh
HOMO (alpha / beta): -0.43539 / -0.43301 Eh

```
! wB97M-V def2-TZVPD RIJCOSX def2/J DEFGRID3
* xyz 1 3
Co -7.0567 -14.6970 -8.5717
C -4.5847 -17.1352 -6.4861
C -5.0162 -16.6101 -7.6950
N -5.9232 -15.6568 -7.4479
N -6.1014 -15.5589 -6.1154
C -5.3037 -16.4586 -5.5069
B -7.1972 -14.5935 -5.5401
N -6.8565 -13.1822 -6.1675
C -6.6027 -11.9501 -5.6692
C -6.3128 -11.0943 -6.7219
C -6.4365 -11.9028 -7.8625
N -6.7723 -13.1336 -7.4971
N -8.5490 -15.0766 -6.1483
C -9.7973 -15.3008 -5.6729
C -10.6151 -15.6056 -6.7405
C -9.7949 -15.5486 -7.8639
N -8.5567 -15.1966 -7.4895
N -7.1149 -14.5564 -4.0542
C -6.1071 -14.0585 -3.2719
C -6.4185 -14.3042 -1.9744
C -7.6815 -14.9678 -2.0377
N -8.0939 -15.1042 -3.2861
H -3.8844 -17.9355 -6.3388
H -4.7194 -16.8369 -8.7039
H -5.3208 -16.5787 -4.4495
H -6.6331 -11.8095 -4.6006
H -6.0904 -10.0470 -6.6763
H -6.2882 -11.6593 -8.9033
H -9.9624 -15.2622 -4.6054
H -11.6715 -15.8378 -6.7287
H -10.0400 -15.7324 -8.8977
H -5.2208 -13.6397 -3.7282
H -5.8616 -14.0315 -1.1131
H -8.3057 -15.2670 -1.2090
C -4.5672 -14.9081 -11.7679
C -5.7200 -14.3891 -10.9598
O -5.5908 -14.2314 -9.7067
C -6.9326 -13.7771 -11.6361
C -6.9172 -13.4850 -12.9843
C -7.9248 -12.7284 -13.6375
C -9.0458 -12.2901 -12.9142
C -9.1933 -12.6298 -11.5927
C -8.1444 -13.4090 -10.9042
O -8.3215 -13.7409 -9.6887
H -3.9382 -15.5621 -11.1720
H -3.9764 -14.0263 -12.0724
H -4.9142 -15.4249 -12.6454
H -6.0791 -13.8282 -13.5891
H -7.7942 -12.4899 -14.6783
H -9.8089 -11.6991 -13.3984
H -10.0606 -12.3418 -11.0114
O -7.2431 -16.3268 -9.7812
O -6.6664 -16.2552 -10.9142
*
```


The following is a quantum chemistry calculation of a cluster of 2 separate species, C30H39N5O3 in total in a non-equilibrium geometry, from the OMol25 dataset.

Values from the calculation:
Lowest unoccupied orbital energy: -1.419 eV
F_max: 0.0715 Eh/bohr
E: -45332.5268 eV
Kohn-Sham gap: 0.1754 Eh
HOMO: -0.22752 Eh

```
! wB97M-V def2-TZVPD RIJCOSX def2/J DEFGRID3
* xyz 0 1
C 0.2999 -0.9964 -0.0420
C 0.8092 -1.3690 -1.2549
N 2.0916 -1.5362 -1.7495
C 3.3356 -1.3456 -1.0622
C 4.3766 -2.2893 -1.2245
C 4.3244 -3.4823 -2.1190
C 5.5893 -2.0844 -0.5598
C 5.8159 -0.9755 0.2566
C 7.0927 -0.8527 1.0384
C 4.8482 0.0256 0.2745
C 3.6481 -0.1208 -0.4384
C 2.7937 1.0795 -0.6382
C 2.0032 -1.8459 -3.1017
C 0.6993 -1.9085 -3.4366
N -0.0438 -1.6742 -2.3093
C -1.4544 -1.4431 -2.2460
C -1.9205 -0.1451 -2.4983
C -1.0308 0.8604 -3.1594
C -3.2135 0.1951 -2.0792
C -4.0463 -0.7537 -1.4801
C -5.3672 -0.3251 -0.9151
C -3.6200 -2.0863 -1.4177
C -2.3188 -2.4484 -1.7854
C -1.8422 -3.8636 -1.6701
H -0.7567 -1.1889 0.1225
H 0.9984 -0.7737 0.7400
H 3.3216 -3.7948 -2.4062
H 4.9070 -3.2932 -3.0337
H 4.8181 -4.3260 -1.6214
H 6.3915 -2.8169 -0.6936
H 6.9869 -0.1030 1.8291
H 7.3498 -1.8149 1.4999
H 7.9361 -0.5569 0.3981
H 5.0324 0.9557 0.8171
H 3.0989 1.8464 0.0833
H 2.8947 1.5014 -1.6532
H 1.7458 0.8330 -0.4722
H 2.8884 -2.0384 -3.6754
H 0.2391 -2.1182 -4.3912
H -1.5608 1.8166 -3.2470
H -0.1083 1.0421 -2.5910
H -0.7377 0.5454 -4.1720
H -3.5620 1.2253 -2.2108
H -5.8861 -1.1787 -0.4685
H -5.2295 0.4471 -0.1449
H -6.0083 0.1040 -1.6963
H -4.3054 -2.8515 -1.0436
H -2.6958 -4.5223 -1.4716
H -1.3736 -4.2086 -2.6019
H -1.1249 -3.9972 -0.8481
C -6.3754 4.2704 2.0853
O -5.4061 3.1994 2.1042
C -4.3382 3.4662 1.3280
O -4.1051 4.5144 0.7535
N -3.4940 2.2863 1.3297
N -2.4738 2.4310 0.5863
C -1.2548 1.9040 0.8874
C -0.2081 2.5600 0.0277
C -0.9870 0.9146 1.8214
C 0.2360 0.8471 2.6227
O 1.3875 0.6540 2.1593
N 0.0889 0.9630 3.9844
C 1.2060 0.6207 4.8307
C -1.0944 1.4765 4.6511
H -7.0041 4.1314 2.9640
H -5.8867 5.2519 2.0944
H -6.9738 4.1994 1.1689
H 0.8056 2.4322 0.4236
H -0.2452 2.1696 -1.0014
H -0.4653 3.6309 -0.0450
H -1.8292 0.3019 2.1721
H 2.0793 0.4208 4.2001
H 1.3995 1.4461 5.5207
H 0.9770 -0.2760 5.4210
H -1.6686 2.1259 3.9693
H -1.7528 0.6608 4.9903
H -0.7472 2.0491 5.5206
*
```


The following is a quantum chemistry calculation of a cluster of 2 separate species, C15H21BN3O10PS in total, from the OMol25 dataset.

Values from the calculation:
Lowest unoccupied orbital energy: -1.638 eV
F_max: 0.0128 Eh/bohr
E: -61648.8741 eV
Kohn-Sham gap: 0.2787 Eh
HOMO: -0.33892 Eh

```
! wB97M-V def2-TZVPD RIJCOSX def2/J DEFGRID3
* xyz 0 1
C -1.6017 3.6862 -2.6385
C -0.9810 3.2379 -1.2948
C -0.3690 1.8614 -1.3702
C -1.1560 0.6941 -1.4206
P -2.9813 0.5940 -1.3504
O -3.2920 -0.2640 -0.0596
O -3.5368 2.0198 -0.8961
S -3.6587 -0.0434 -3.0320
C -0.5200 -0.5682 -1.5641
N -1.1932 -1.7619 -1.5844
C 0.8626 -0.5861 -1.5731
N 1.5953 0.5325 -1.4692
C 3.0805 0.3283 -1.3837
N 3.6434 0.5496 -0.0898
C 2.8248 0.1235 1.0489
C 1.0290 1.7624 -1.3976
C 1.9005 2.9918 -1.3325
C 1.9986 3.6213 0.0788
H -1.6455 2.8733 -3.3629
H -1.0476 4.5253 -3.0589
H -2.6256 4.0303 -2.4813
H -0.2311 3.9604 -0.9798
H -1.7376 3.2388 -0.5170
H -2.5321 -0.5764 0.4664
H -4.1761 1.9227 -0.1753
H -2.0322 -1.8060 -2.1536
H -0.6052 -2.5708 -1.7177
H 1.4031 -1.5225 -1.6131
H 3.5504 0.9752 -2.1190
H 3.2463 -0.7046 -1.6919
H 3.8826 1.5276 0.0040
H 2.3519 -0.8375 0.8430
H 3.4676 -0.0070 1.9182
H 2.0294 0.8335 1.3075
H 2.8984 2.7746 -1.7003
H 1.4879 3.7235 -2.0301
H 2.9982 3.4933 0.4988
H 1.8114 4.6944 0.0382
H 1.2955 3.1669 0.7774
B -0.8868 -4.0508 3.0283
O -1.4213 -5.2881 2.4736
C -1.0001 -6.3216 3.2049
O -1.2536 -7.4698 3.0165
C -0.1110 -5.7486 4.3371
O 0.4462 -6.3745 5.1831
O -0.0795 -4.4240 4.1813
O -0.0696 -3.3160 2.0066
C -0.5755 -2.1354 1.8121
O -0.1645 -1.2890 1.0501
C -1.8257 -1.9806 2.6993
O -2.5296 -1.0080 2.7012
O -1.9638 -3.0878 3.3824
*
```


The following is a quantum chemistry calculation of the molecule C3H7N3O2S in a non-equilibrium geometry, from the OMol25 dataset.

Values from the calculation:
Lowest unoccupied orbital energy: 0.528 eV
F_max: 0.1142 Eh/bohr
E: -22622.1368 eV
Kohn-Sham gap: 0.3594 Eh
HOMO: -0.34004 Eh

```
! wB97M-V def2-TZVPD RIJCOSX def2/J DEFGRID3
* xyz 0 1
H -0.5689 3.0411 0.6744
N -0.8393 2.2098 0.3746
C -0.1266 1.2598 -0.0038
O 1.2099 1.2821 -0.1706
S 1.8827 -0.3140 0.0245
N 1.7457 -0.6017 1.5284
O 3.1169 -0.3270 -0.8077
C 0.3063 -1.0257 -0.6220
N -0.6336 -0.0034 -0.3945
C -2.0074 -0.3476 -0.2430
H 2.6612 -0.5925 1.9834
H 0.2043 -1.9947 -0.0838
H 0.3911 -1.1376 -1.6386
H -2.7893 0.1967 -0.9383
H -2.1922 -1.3843 -0.4914
H -2.3608 -0.2609 0.8086
*
```